Entry 1:
23
Properties=species:S:1:pos:R:3:forces:R:3:mulliken_charge:R:1 method="wB97M-V/def2-TZVPD" e_lumo_ev=1.07 homo_lumo_gap_ev=9.50 smiles="C=C[C@@H](C)CP(C)C" e_tot_ev=-16788.711
C -2.248207 -1.123964 -0.625692 0.1 1.3 -1.0 -1.02
C -1.729600 -1.233513 0.574103 0.5 3.5 -1.1 -0.44
C -1.013613 -0.150222 1.283669 1.4 1.0 0.1 0.85
C 0.064794 -0.749644 2.261092 -0.7 -1.2 -0.1 -1.42
C -0.322326 0.803261 0.253126 2.8 1.4 3.1 -1.41
P 1.549986 0.785773 -0.103327 -0.2 -1.5 -0.8 0.16
C 1.471186 -0.710242 -1.248914 1.3 -0.2 0.1 -0.96
C 1.656559 2.151171 -1.401776 -4.2 -0.4 2.7 -1.14
H -2.292864 -0.297105 -1.377919 0.4 -0.6 1.2 0.27
H -2.680810 -1.998797 -0.936127 -1.4 -1.9 -1.2 0.31
H -1.898020 -2.071886 1.098747 -0.5 -3.2 1.7 0.44
H -1.744467 0.554234 1.744264 0.4 -0.9 0.3 0.30
H -0.287607 -1.334488 3.173572 -0.2 0.6 -1.4 0.33
H 0.672825 -1.437641 1.620860 -0.4 0.4 0.7 0.30
H 0.748943 -0.046336 2.689678 0.3 0.8 -0.1 0.42
H -0.225763 1.753554 0.825057 -0.9 0.1 -0.7 0.36
H -0.768316 0.901386 -0.672561 -1.4 0.4 -1.6 0.63
H 0.419282 -0.917533 -1.535615 0.8 0.5 -0.7 0.26
H 2.292026 -0.557356 -2.034576 -1.7 -0.4 0.6 0.36
H 1.738534 -1.634862 -0.707947 0.2 0.4 0.0 0.32
H 2.583612 2.461013 -1.707501 2.3 1.0 -0.2 0.41
H 1.061753 1.945982 -2.246844 -0.5 -0.9 -1.4 0.37
H 0.952091 2.907215 -0.925373 1.6 0.0 -0.4 0.30

Entry 2:
34
Properties=species:S:1:pos:R:3:forces:R:3:mulliken_charge:R:1 method="wB97M-V/def2-TZVPD" e_lumo_ev="2.47 / 0.34" spin_multiplicity=3 homo_lumo_gap_ev="7.50 / 5.69" charge=-1 s2=2.02 e_tot_ev=-123957.968
Au 0.858088 -1.337547 -1.102566 -0.1 -0.9 0.1 0.87
S 4.256426 0.452733 -4.173858 0.1 -0.4 -0.1 -0.44
As 3.029591 -0.804240 -3.008574 0.2 0.8 0.1 0.57
S 3.328423 -0.607780 -0.867384 -0.4 -0.2 -0.3 -0.40
S 0.905135 -0.367741 -3.236028 0.2 0.1 0.1 -0.45
S 3.486498 -2.783020 -3.627044 0.3 -0.1 -0.4 -0.32
C -2.483166 0.673083 1.856527 -0.1 0.0 0.0 -1.14
N -1.063627 0.758946 1.600711 -0.2 0.1 0.2 0.18
C -0.306512 -0.364970 2.111318 0.1 -0.1 0.0 -1.26
C -0.608137 1.384778 0.474760 0.3 0.3 -0.2 0.57
N 0.333220 0.863739 -0.220902 -0.2 0.2 0.2 -0.52
N -1.218237 2.606077 0.198467 -0.2 0.0 0.0 0.13
C -1.415905 3.553348 1.274931 0.0 0.0 0.0 -1.15
C -0.944225 3.243014 -1.069537 0.0 -0.1 0.0 -1.17
H -2.857202 -0.312813 1.558595 -0.1 0.0 0.0 0.34
H -3.013346 1.434306 1.290319 0.0 0.0 0.0 0.39
H -2.683097 0.813422 2.922026 -0.1 0.0 0.0 0.31
H -0.513894 -0.459305 3.178047 0.0 0.0 0.0 0.26
H 0.752074 -0.180871 1.955264 0.0 0.0 0.1 0.32
H -0.548936 -1.302393 1.607401 0.0 0.0 0.1 0.56
H 0.746033 1.471202 -0.918902 -0.1 0.1 0.0 0.23
H -1.426216 3.038103 2.231100 0.0 0.0 0.0 0.36
H -2.362114 4.084591 1.135492 0.0 0.0 0.1 0.31
H -0.604421 4.291913 1.291391 0.0 0.0 0.0 0.37
H 0.002911 3.799421 -1.058626 0.0 0.0 -0.1 0.38
H -1.755185 3.942804 -1.281390 0.1 0.0 0.0 0.27
H -0.910301 2.496348 -1.859959 0.0 0.0 -0.1 0.44
C 1.238821 -4.624722 -0.880598 -0.1 0.1 0.2 -0.88
C 0.697231 -4.013868 0.408655 0.1 -0.6 -0.4 0.71
O 0.438296 -4.721233 1.367588 0.0 -0.3 0.3 -0.71
O 0.510638 -2.743000 0.420960 -0.1 0.9 0.1 -0.80
H 1.194913 -5.708548 -0.825532 0.0 0.0 0.0 0.29
H 2.272319 -4.310016 -1.018602 0.1 0.1 -0.1 0.13
H 0.663904 -4.265762 -1.734049 0.0 0.0 -0.1 0.26

Entry 3:
30
Properties=species:S:1:pos:R:3:forces:R:3:mulliken_charge:R:1 method="wB97M-V/def2-TZVPD" e_lumo_ev=-3.52 homo_lumo_gap_ev=7.22 charge=+1 e_tot_ev=-28145.548
B 2.145486 1.468457 -1.977518 -0.4 -4.3 -0.5 0.36
C -0.497489 -0.273484 -0.880141 -0.7 -0.9 0.1 -0.03
C 1.338337 -0.791785 0.697261 1.2 -1.2 0.3 -0.94
C 2.566645 -1.754019 0.639159 0.2 0.1 0.4 -0.69
C 1.636381 -0.940222 -1.607781 1.5 2.1 -3.8 -0.65
C -2.409202 0.382050 2.551330 0.1 1.4 1.6 -1.28
C -1.438430 0.751480 1.469491 -1.2 -0.4 -2.6 -0.32
C -1.531748 -0.233497 0.253023 -2.3 -0.3 0.2 0.12
N 0.703743 -0.754378 -0.586315 -1.1 0.7 -2.5 0.28
N -2.904206 -0.006581 -0.353886 1.5 -3.0 0.4 -0.83
O -0.912470 -0.120923 -2.185911 -0.5 0.2 2.9 -0.53
O 2.922571 1.635511 -2.999331 1.1 0.6 -0.6 -0.31
O 1.402651 2.132529 -1.188274 -1.7 -0.9 1.6 -0.24
S 3.210201 -1.780543 -1.112386 -1.8 0.8 0.9 -0.10
H 0.605572 -1.009350 1.421319 -0.6 -0.8 1.1 0.61
H 1.739599 0.143005 0.952589 0.3 1.7 0.0 0.31
H 3.326449 -1.474406 1.415465 -0.6 0.1 -1.0 0.40
H 2.313984 -2.770205 0.875860 -0.4 -0.5 0.0 0.40
H 1.190989 -1.253142 -2.645261 0.9 0.5 2.3 0.36
H -2.580942 1.325012 3.211597 0.5 -2.0 -0.7 0.32
H -2.203900 -0.552595 3.101507 0.5 0.7 0.1 0.34
H -3.345951 0.191627 2.113997 -1.4 0.0 -0.6 0.37
H -1.750552 1.690620 0.989890 0.4 0.2 0.6 0.38
H -0.453860 0.809772 1.762660 2.1 0.5 1.0 0.49
H -1.554559 -1.266770 0.663248 0.1 0.4 -0.3 0.50
H -1.938385 0.067711 -2.119088 2.1 -0.8 0.2 0.43
H -2.976211 0.967287 -0.526126 -1.3 0.8 0.5 0.27
H -3.618646 -0.582766 0.189541 1.0 2.0 -1.4 0.30
H 3.586827 0.943334 -3.001211 0.4 -0.3 -0.6 0.34
H 1.427116 3.056271 -1.124708 0.1 2.3 0.1 0.34

Entry 4:
29
Properties=species:S:1:pos:R:3:forces:R:3:mulliken_charge:R:1 method="wB97M-V/def2-TZVPD" e_lumo_ev=-0.26 homo_lumo_gap_ev=8.07 smiles="C[C@@]([NH3+])(CCCCB(O)O)C(=O)[O-]" e_tot_ev=-17877.282
C 0.904636 0.625557 -2.350704 1.0 0.6 0.1 -1.90
C 1.239422 1.252695 -0.987290 -0.8 -1.7 -0.4 1.18
N 1.467084 2.724711 -1.161204 0.3 0.7 -1.0 -0.10
C 0.128125 1.003340 0.067360 1.3 0.9 0.4 -1.51
C 0.067715 -0.423654 0.596356 -0.2 -0.5 0.3 -0.17
C -0.866780 -0.475881 1.837622 1.2 1.2 0.5 -0.76
C -1.506522 -1.790646 2.186828 -0.4 -1.4 -1.4 -0.87
B -2.368502 -2.194329 0.925168 0.2 0.2 -0.7 0.59
O -1.878202 -3.132906 0.010604 -0.3 0.4 0.4 -0.60
O -3.514239 -1.449514 0.641852 0.6 -1.0 -0.2 -0.59
C 2.551703 0.643956 -0.485809 1.8 -1.2 -0.2 0.25
O 3.068351 -0.227893 -1.201570 -0.4 -0.1 -0.4 -0.72
O 2.992431 1.051753 0.591947 -0.4 1.5 1.0 -0.72
H 0.803100 -0.453252 -2.252037 -0.1 0.2 0.1 0.36
H 1.723779 0.807305 -3.066247 -0.1 -0.2 0.4 0.43
H 0.037707 1.071020 -2.775045 -1.2 0.3 -0.3 0.48
H 2.098404 2.928268 -1.970768 -0.6 -0.5 0.7 0.41
H 1.938543 3.135136 -0.348475 -0.2 -0.4 0.4 0.42
H 0.574397 3.188722 -1.357645 0.2 0.1 0.2 0.37
H 0.384726 1.617749 0.943313 0.0 0.1 -0.1 0.35
H -0.830237 1.363158 -0.295792 -0.4 -0.2 -0.2 0.52
H -0.310836 -1.063270 -0.191808 -0.1 -0.3 -0.2 0.29
H 1.081294 -0.801545 0.864925 -0.7 0.4 -0.2 0.31
H -1.642397 0.281146 1.724235 -0.2 0.0 -0.1 0.40
H -0.247839 -0.118475 2.680303 -0.2 -0.1 -0.2 0.40
H -0.773265 -2.611457 2.274007 0.0 0.5 0.6 0.23
H -2.174215 -1.744053 3.038034 0.2 0.1 0.5 0.32
H -1.002362 -3.490260 0.245929 -0.7 0.3 0.0 0.31
H -3.946019 -1.717387 -0.184089 0.2 0.1 0.2 0.31

Entry 5:
26
Properties=species:S:1:pos:R:3:forces:R:3:mulliken_charge:R:1 method="wB97M-V/def2-TZVPD" e_lumo_ev="-0.59 / -0.18" homo_lumo_gap_ev="7.90 / 7.65" e_tot_ev=-88895.181
C 0.176956 2.373959 -0.055616 0.1 -0.1 0.1 -1.35
C 1.223224 1.157420 -2.028590 0.2 0.0 0.0 -1.55
C -1.790375 -1.643335 0.610173 -0.1 0.1 0.0 -1.55
C -0.796312 -1.847473 -1.696933 0.0 0.0 -0.1 -1.46
C 0.750381 0.247056 3.638490 -0.1 0.0 -0.1 -0.72
C 1.114969 1.276381 -0.517460 -0.3 -0.6 0.3 0.56
C -1.049027 -0.933381 -0.513125 0.5 0.3 0.4 0.58
O 1.658649 -1.395702 -0.124857 1.0 -1.0 -0.1 -0.66
P 0.620081 -0.396207 0.166957 -0.9 1.3 0.2 0.50
Br 0.181310 -1.335429 4.407714 0.0 -0.1 0.0 -0.08
H 0.535411 3.341178 -0.398438 0.0 0.2 0.0 0.44
H -0.827041 2.223228 -0.446786 -0.1 0.0 0.0 0.30
H 0.124092 2.387976 1.030698 -0.1 0.1 0.1 0.27
H 0.238940 1.095100 -2.487355 -0.1 0.0 -0.1 0.28
H 1.794252 0.268439 -2.289724 0.0 0.0 -0.1 0.39
H 1.735759 2.027780 -2.436946 0.0 0.1 -0.1 0.44
H -1.216573 -2.502547 0.951090 0.0 -0.1 0.1 0.34
H -1.938639 -0.976267 1.455600 -0.1 0.0 0.2 0.36
H -2.763581 -1.992630 0.267021 -0.1 0.0 0.0 0.43
H -0.106441 -2.637250 -1.408640 0.0 -0.1 0.0 0.35
H -0.359182 -1.305192 -2.533625 0.0 -0.1 -0.1 0.31
H -1.727828 -2.305850 -2.023912 -0.1 0.0 -0.1 0.43
H 0.095139 1.088511 3.763693 -0.1 0.1 -0.1 0.37
H 1.810429 0.389467 3.575525 0.2 -0.1 -0.1 0.40
H 2.113186 1.431832 -0.093270 -0.1 -0.1 0.0 0.33
H -1.597778 -0.037064 -0.811683 0.0 0.1 0.0 0.30

Entry 6:
24
Properties=species:S:1:pos:R:3:forces:R:3:mulliken_charge:R:1 method="wB97M-V/def2-TZVPD" e_lumo_ev="-6.92 / -5.30" homo_lumo_gap_ev="6.25 / 8.46" charge=+1 e_tot_ev=-8996.791
C 0.776018 -0.445034 -0.226020 -0.1 -0.6 -2.3 1.47
C -0.822235 -0.347501 -0.246451 1.1 0.0 -0.4 1.26
C 1.406149 -1.823462 -0.383372 -2.8 1.6 1.9 -2.12
C 1.517481 0.678249 -0.934746 -0.6 0.2 5.6 -1.95
C -1.594766 -1.597588 -0.219693 1.2 -2.0 -2.4 -1.87
C -1.474901 0.870052 -0.869983 -0.6 0.3 0.4 -1.30
C 0.189864 2.213257 2.169215 0.1 -1.4 -1.3 -0.62
N 0.023236 -0.163499 0.906055 -0.6 1.7 2.2 -0.27
H 1.054015 -2.579987 0.270293 -0.4 -0.4 1.2 0.46
H 2.400104 -1.859462 -0.407929 4.3 0.5 0.5 0.54
H 1.181378 -2.227249 -1.280146 -1.2 -0.9 -3.4 0.54
H 0.968321 1.538386 -1.185242 -0.6 1.0 0.1 0.43
H 1.923610 0.310250 -1.737735 2.3 -2.0 -4.7 0.55
H 2.352701 0.878911 -0.228037 -0.3 0.5 -0.5 0.37
H -2.057007 -1.778053 0.669583 -1.5 -0.3 2.7 0.46
H -1.080020 -2.580304 -0.458657 0.1 1.4 0.3 0.33
H -2.339892 -1.588601 -0.970839 -1.0 0.3 -0.7 0.45
H -1.854153 1.495742 -0.025032 0.4 -0.1 -0.7 0.23
H -2.374132 0.617798 -1.470970 0.8 -0.1 0.3 0.42
H -0.772455 1.426089 -1.503788 -0.6 0.0 0.3 0.26
H -0.754291 2.379023 2.551093 -1.8 0.4 0.6 0.35
H 0.871259 1.614679 2.628982 1.6 -1.5 1.9 0.35
H 0.621253 2.701787 1.368081 0.2 1.3 -1.7 0.34
H -0.035704 -0.882732 1.630268 0.0 0.2 -0.1 0.34

Entry 7:
24
Properties=species:S:1:pos:R:3:forces:R:3:mulliken_charge:R:1 method="wB97M-V/def2-TZVPD" e_lumo_ev=-3.48 homo_lumo_gap_ev=8.88 charge=+1 smiles="C/C=C/CC[C@H](C)[NH3+]" e_tot_ev=-9001.275
C 1.959814 -1.427660 -3.378889 -0.3 -0.6 -0.1 -1.24
C 1.760449 -0.542222 -2.192656 -0.3 0.3 -0.8 -0.10
C 0.608325 -0.264329 -1.604070 -0.9 0.4 0.4 -0.31
C 0.522565 0.711780 -0.459133 0.7 -0.5 0.5 -0.67
C 0.107134 -0.003135 0.873012 1.5 1.3 -1.0 -1.22
C -1.272758 0.384813 1.283894 -0.8 -0.3 1.0 0.56
C -1.396392 1.704659 1.997385 0.2 2.0 0.4 -1.47
N -1.705932 -0.698730 2.300794 0.1 -0.5 -0.6 -0.33
H 1.937703 -0.874338 -4.319408 0.3 0.2 0.1 0.29
H 2.892019 -1.981801 -3.303905 0.2 0.1 -0.1 0.34
H 1.179586 -2.178261 -3.514127 -0.2 0.0 0.3 0.32
H 2.619421 0.055901 -1.918050 0.2 0.0 0.3 0.30
H -0.341656 -0.739235 -1.858045 0.3 -0.2 -0.3 0.29
H 1.542795 1.061900 -0.346914 0.2 0.2 0.3 0.28
H -0.057494 1.631025 -0.564716 -0.3 -0.2 -0.5 0.43
H 0.840337 0.380577 1.595723 -0.4 -0.3 0.4 0.37
H 0.305481 -1.060588 0.739770 -0.4 -0.3 0.1 0.58
H -2.018692 0.339072 0.492202 0.2 -0.2 -0.2 0.33
H -2.249243 2.332152 1.709594 -0.2 -0.7 0.2 0.35
H -0.590854 2.419116 1.829069 0.5 -0.4 -0.6 0.36
H -1.332354 1.685883 3.091577 -0.4 -0.6 0.0 0.45
H -1.993425 -1.541931 1.798596 -0.1 0.0 0.1 0.36
H -0.861861 -0.963729 2.809508 -0.1 0.1 0.4 0.36
H -2.454960 -0.430920 2.938800 0.1 0.1 0.0 0.34

Entry 8:
25
Properties=species:S:1:pos:R:3:forces:R:3:mulliken_charge:R:1 method="wB97M-V/def2-TZVPD" e_lumo_ev=0.68 homo_lumo_gap_ev=7.18 e_tot_ev=-10495.179
C -1.193210 0.220175 -0.020671 -1.0 -1.7 -0.1 1.88
C -1.168196 0.360241 1.494722 0.5 0.3 -0.2 -1.64
C -2.224317 1.153047 -0.641718 0.6 0.2 -0.2 -1.80
C -1.187215 -1.137901 -0.527889 -0.5 0.9 0.6 -1.73
N 0.371705 1.065317 -0.534951 0.9 -0.2 0.0 -0.60
H 0.210406 1.397378 -1.482314 -0.1 0.0 0.1 0.34
H 0.530034 1.875795 0.060433 0.0 0.0 -0.1 0.35
H -2.164386 0.157145 1.888096 0.0 0.0 -0.1 0.42
H -0.888344 1.373662 1.801104 -0.1 0.0 0.1 0.34
H -0.460327 -0.333609 1.941053 0.0 -0.1 0.0 0.40
H -3.205745 0.943113 -0.218737 0.1 -0.1 0.1 0.43
H -1.906546 -1.335642 -1.319013 0.1 0.0 -0.1 0.30
H -2.286779 1.007009 -1.722052 0.0 0.0 0.0 0.43
H -1.985781 2.203092 -0.448051 -0.1 0.1 0.0 0.39
H -1.161284 -1.910391 0.235937 0.1 0.0 0.0 0.26
H 0.335152 -1.276638 -1.164727 1.5 0.4 -0.6 0.49
C 1.683193 0.133342 -0.621770 -0.7 0.9 0.3 0.06
C 2.052192 -0.225757 0.791930 -0.2 -0.1 0.0 -0.50
C 2.349457 -1.454406 1.184843 -0.2 0.1 0.0 -0.74
N 1.421453 -0.964778 -1.449088 -1.2 -0.5 0.1 -0.78
H 1.471143 -0.704396 -2.429116 -0.1 -0.1 0.1 0.28
H 2.454740 0.809116 -1.020937 -0.1 -0.1 0.0 0.48
H 2.056829 0.595310 1.503340 0.1 0.0 0.0 0.32
H 2.314136 -2.274984 0.482278 0.0 0.0 -0.1 0.33
H 2.581689 -1.675239 2.217297 0.1 0.1 0.0 0.29

Entry 9:
27
Properties=species:S:1:pos:R:3:forces:R:3:mulliken_charge:R:1 method="wB97M-V/def2-TZVPD" e_lumo_ev=0.60 homo_lumo_gap_ev=10.14 smiles="CCN(C)C(C)=O.CC(N)=O" e_tot_ev=-14593.781
C 0.263366 -0.257313 3.045811 0.9 1.4 -0.5 -1.10
C 1.105700 0.639676 2.085993 -1.0 0.3 0.0 -0.55
N 0.833939 0.330614 0.659310 1.2 0.4 0.1 0.37
C 1.992691 -0.370630 0.115927 0.4 -1.2 -0.4 -1.25
C 0.437143 1.378248 -0.167181 0.3 0.0 0.1 0.64
C -0.576626 2.337607 0.396345 0.2 -0.4 0.5 -1.32
O 0.847233 1.454489 -1.306692 -0.1 0.3 0.0 -0.61
H -0.338959 0.443616 3.624038 0.0 -0.4 0.5 0.31
H 0.968945 -0.820897 3.645227 -0.4 -0.3 0.4 0.31
H -0.422831 -0.872495 2.479769 0.1 -0.3 -0.1 0.30
H 0.907652 1.698282 2.277474 -0.4 -0.3 -0.1 0.31
H 2.179821 0.623684 2.273138 0.0 -0.6 -0.1 0.47
H 2.266491 -1.225426 0.741021 -0.2 0.3 0.3 0.41
H 1.866878 -0.833400 -0.864697 -0.5 0.4 0.0 0.26
H 2.848520 0.292843 0.040802 0.2 0.2 0.0 0.43
H -1.404276 1.714422 0.745115 -0.4 0.3 -0.3 0.30
H -0.234438 2.835924 1.304201 0.1 0.1 -0.2 0.41
H -0.811406 3.074832 -0.359553 -0.4 -0.1 0.0 0.34
C -1.078273 -0.433476 -2.697744 0.2 -0.4 -0.3 -0.59
C -1.430732 -1.906674 -2.667461 -0.5 0.6 -0.6 0.59
N -1.602574 -2.497188 -1.422206 -0.4 0.2 0.2 -0.47
O -1.614547 -2.521277 -3.695472 0.0 -0.2 0.3 -0.60
H -1.033616 -0.121682 -3.735142 0.1 -0.1 -0.1 0.31
H -0.102870 -0.281004 -2.252944 0.0 0.2 0.2 0.03
H -1.830567 0.197859 -2.222960 0.1 -0.2 0.3 0.25
H -2.469652 -3.021118 -1.403974 0.4 -0.4 0.0 0.25
H -1.567002 -1.859503 -0.638141 0.1 0.1 -0.1 0.21

Calculated ΔE to the lowest compared entry with this formula, charge and spin in order - 89.9; 0.0; 183.6; 0.0; 0.0; 532.0; 99.4; 393.5; 22.5 kJ/mol